Entry 1:
Molecular formula: C6H12N3
Method: DFT, wB97M-V/def2-TZVPD

```
21
Properties=species:S:1:pos:R:3:forces:R:3
N -2.0068 -0.1013 0.9449 -0.691 -1.226 0.185
N 0.6772 1.2079 0.5694 1.126 -0.477 0.110
N 1.2162 -1.0130 0.1323 -2.530 1.484 1.593
C 0.8098 -2.3496 0.0133 -0.500 -3.153 1.588
C -2.3863 0.7283 -0.0662 -1.464 2.522 1.167
C -0.8896 -0.5305 1.2542 1.860 0.898 -1.096
C 0.4105 -0.0709 0.6117 -0.510 -1.127 0.172
C -2.1990 0.6246 -1.3703 0.708 -1.624 -1.129
C 1.8391 1.7008 -0.1624 1.619 3.521 -1.314
H -1.5602 -0.2527 -1.7630 -1.174 1.503 0.490
H 0.2808 -2.6359 0.9747 1.049 -0.130 -1.097
H 2.9063 1.3249 -0.0635 -1.551 -0.327 1.060
H 1.7234 1.6630 -1.2689 -0.676 -0.300 0.649
H -0.7640 -1.3364 1.9038 -0.112 -0.989 1.519
H 0.0540 -2.4998 -0.7253 -0.372 -0.012 -0.900
H -3.0384 1.4954 0.4548 0.489 -0.559 -1.399
H 1.9305 -0.7161 -0.4089 3.058 1.074 -1.916
H 1.6598 -3.0658 -0.1833 -0.857 1.055 0.363
H 0.1466 1.7482 1.2514 0.364 0.394 -0.657
H -2.7798 1.2230 -2.0924 0.658 -0.275 0.545
H 1.9697 2.8561 -0.0063 -0.494 -2.250 0.068
```
Positions in Å, forces in eV/Å.

For the energy, the calculation gives -10878.16764 eV. For the energy above the lowest of the compared OMol25 structures with the same formula, charge and spin, the calculation gives 303.9 kJ/mol. Its net charge is +1. For the HOMO-LUMO gap, the calculation gives 8.9 eV. The value obtained for the maximum force is 4.1 eV/Å. Its SMILES is C=C/N=C\C(NC)=[NH+]/C.

=====

Entry 2:
Molecular formula: C2H2FNO2
Method: DFT, wB97M-V/def2-TZVPD

```
8
Properties=species:S:1:pos:R:3:forces:R:3
F -0.8978 0.5172 -1.6397 1.481 0.486 1.824
O -0.2922 0.9022 1.8882 -0.417 0.148 0.376
O -0.1397 -1.9443 -0.5194 0.062 -0.200 -0.392
N -1.0783 0.7267 1.0568 1.602 -0.446 -1.811
C 0.4587 -0.9352 -0.2737 -1.570 0.588 -0.167
C -0.0631 0.4480 -0.5158 -2.972 -1.416 0.188
H 1.3537 -0.9093 0.2941 1.430 -0.308 0.802
H 0.6588 1.1947 -0.2905 0.383 1.148 -0.819
```
Positions in Å, forces in eV/Å.

For the energy, the calculation gives -10404.67917 eV. For the energy above the lowest of the compared OMol25 structures with the same formula, charge and spin, the calculation gives 434.6 kJ/mol. For the HOMO-LUMO gap (alpha / beta), the calculation gives 8.6 / 8.6 eV. The value obtained for the maximum force is 3.3 eV/Å.

=====

Entry 3:
Molecular formula: C3H6N4O
Method: DFT, wB97M-V/def2-TZVPD

```
14
Properties=species:S:1:pos:R:3:forces:R:3
O -0.7165 2.2739 -0.2116 -0.025 -0.209 0.383
N -2.0480 -0.9486 0.0713 0.598 2.142 1.288
N 1.1638 0.2849 -0.6446 0.750 -0.937 -0.109
N -0.2073 0.0869 -0.6835 1.571 -0.460 -0.490
N -0.7639 -1.1631 -0.3493 -0.543 -0.042 0.493
C -2.1253 0.3311 0.3542 0.239 -1.572 -1.123
C -0.9557 1.0885 -0.1620 -1.666 0.578 0.489
C 1.8080 -0.1214 0.6374 0.267 0.336 -0.789
H -3.0080 0.7065 0.7736 -0.975 0.645 0.483
H -0.8679 -1.7853 -1.1149 0.576 -0.575 -1.120
H 1.5849 -0.1877 -1.4498 -0.192 0.260 0.513
H 1.4670 -1.1147 0.9768 0.034 0.644 0.233
H 2.8735 -0.1546 0.4433 0.255 -0.415 -0.347
H 1.7954 0.7036 1.3591 -0.888 -0.395 0.094
```
Positions in Å, forces in eV/Å.

For the energy, the calculation gives -11213.35534 eV. For the energy above the lowest of the compared OMol25 structures with the same formula, charge and spin, the calculation gives 330.1 kJ/mol. For the HOMO-LUMO gap, the calculation gives 9.8 eV. The value obtained for the maximum force is 2.6 eV/Å. Its SMILES is CNn1[nH]ncc1=O.

=====

Entry 4:
Molecular formula: C22H66O11
Method: DFT, wB97M-V/def2-TZVPD

```
99
Properties=species:S:1:pos:R:3:forces:R:3
O -0.3830 -5.5826 2.3856 -0.252 0.132 -0.024
O -3.8849 0.8713 -4.3555 -0.010 -0.496 0.288
O -4.0424 -3.1688 1.5251 -0.113 0.138 -0.093
O 2.9860 4.0469 1.4987 0.250 0.082 -0.078
O 1.8713 1.4536 -2.2170 0.523 -0.185 -0.268
O -3.0428 -3.6353 -2.9594 -0.615 0.688 -0.470
O 1.2015 3.1758 3.5905 -0.046 -0.147 0.367
O 1.5979 -0.3688 -0.0275 -0.310 -0.870 0.292
O 2.7213 -3.1534 -0.7431 0.363 0.389 0.154
O -1.9603 3.5460 3.7757 -0.769 1.456 -0.309
O 3.6421 -2.8920 1.9379 -0.369 0.038 -0.588
C 2.8579 -4.4310 -1.3537 -0.631 -0.574 -1.188
C -3.2838 1.7661 -3.4311 -0.635 0.686 0.185
C 1.1291 2.6794 -4.1443 0.977 0.568 0.144
C 0.3008 -0.6371 0.5285 -0.474 1.681 -0.569
C 2.3141 1.1129 3.0284 -0.730 -0.663 0.616
C -1.5661 -1.7300 -3.0466 -0.828 1.475 0.895
C 1.1335 1.7516 3.7257 -0.514 0.200 0.000
C -0.0149 -3.2754 2.9647 -0.145 0.253 -0.225
C 2.2905 -4.3976 -2.7865 0.680 -0.084 0.411
C -4.4196 -1.0743 0.3999 -0.363 0.358 0.667
C -2.7572 -2.4338 -3.7045 2.079 -0.614 0.085
C -1.8987 4.2014 2.4867 2.199 -1.111 -0.440
C -3.4426 -2.1831 0.6865 0.621 -0.460 -0.026
C 0.7756 2.1462 -2.7664 -0.643 -0.181 0.232
C -0.4773 0.6793 0.4763 -1.571 0.465 0.192
C 5.0057 -1.3046 3.1110 0.227 -0.309 0.578
C 2.6471 4.8455 -0.7287 -0.050 -0.362 -0.576
C 2.0036 4.3884 0.5411 -0.531 0.117 0.800
C -2.8334 3.5386 1.5077 -0.804 0.347 0.021
C 4.6434 -1.8949 1.7684 -0.559 0.663 -0.131
C 0.2089 -4.3642 1.9377 0.483 -0.369 -0.345
C -4.3035 2.5170 -2.5786 0.379 0.024 0.356
H 0.3620 3.2584 -4.6577 -0.326 -0.092 0.357
H 3.1307 -2.9559 1.0984 0.612 -0.142 0.698
H 1.5273 1.9722 -4.8725 -0.197 -0.441 0.328
H -2.6985 2.4662 -4.0360 0.391 0.062 0.525
H -0.7312 -2.3185 -2.6711 -0.236 -0.591 -0.360
H -3.6399 -1.8040 -3.7768 0.129 0.232 -0.013
H 1.3472 3.5197 0.4000 0.008 0.010 -0.377
H 0.0846 1.6088 0.3717 0.487 -0.314 0.109
H 1.2689 -4.0285 -2.8090 -0.015 0.090 0.002
H -0.1196 1.5114 -2.7689 0.002 -0.067 -0.178
H 2.3111 -5.1581 -0.7562 -0.018 0.179 0.225
H -2.7393 3.9670 4.1678 0.204 -0.506 0.488
H -2.5334 -1.8011 1.1708 -0.132 0.257 0.148
H 0.4229 3.5407 4.0329 0.084 0.058 -0.111
H 2.9550 -3.7630 -3.3770 -0.287 0.174 -0.153
H 5.3815 -2.0762 3.7901 0.311 0.029 -0.222
H -3.7783 3.0776 -1.7988 0.143 0.349 -0.314
H 1.3566 5.1958 0.9211 0.035 -0.049 0.078
H -4.3374 1.4052 -5.0147 -0.030 -0.055 -0.009
H 3.2124 1.3028 3.6128 0.168 0.148 -0.267
H 0.3465 -0.9608 1.5626 0.292 -0.277 -0.013
H 1.1174 1.4339 4.7771 0.285 0.305 0.040
H 1.8821 5.0145 -1.4901 -0.054 -0.005 -0.001
H 5.7405 -0.5069 2.9938 0.133 -0.128 0.029
H 1.9544 3.3725 -3.9466 0.010 0.074 -0.272
H 0.1499 1.4293 3.3610 0.239 -0.165 -0.422
H -0.9758 -2.7695 2.8445 -0.037 -0.106 -0.106
H -3.8743 3.7917 1.7385 0.021 0.069 -0.050
H -4.7482 -0.5839 1.3230 0.257 -0.146 0.145
H -2.7830 2.4528 1.5743 0.301 0.019 -0.009
H 3.8973 -4.7595 -1.4150 0.079 0.154 0.309
H -4.9056 3.1985 -3.1786 -0.221 -0.058 0.177
H -1.1275 0.8231 1.3488 0.440 -0.174 0.266
H -1.8790 5.2954 2.4867 -0.909 0.012 0.510
H -5.3546 -1.4377 -0.0273 0.244 -0.078 -0.449
H -2.6788 1.2358 -2.6945 0.348 -0.420 -0.653
H 4.1648 -0.8835 3.6606 -0.255 0.031 -0.435
H 0.5473 2.9970 -2.1126 -0.187 0.153 -0.107
H -3.0671 -2.6636 -0.2236 -0.318 0.124 -0.227
H 4.2606 -1.0721 1.1447 -0.078 -0.095 -0.012
H -3.9622 -3.7907 -3.2059 0.101 -0.560 0.367
H 1.2797 -4.5248 1.7568 0.046 0.063 0.415
H -0.2591 -1.3370 -0.0965 0.275 -0.398 0.201
H -0.8529 4.0261 2.1941 -0.215 -0.308 -0.292
H 0.7721 -2.5337 2.8367 0.044 0.051 0.249
H 3.1829 5.7857 -0.6097 0.195 -0.125 0.143
H -2.6501 3.8530 0.4796 0.113 0.010 0.006
H -1.1482 -0.9289 -3.6615 -0.075 -0.242 -0.359
H 1.9759 -1.2490 -0.1644 0.173 0.201 -0.170
H -1.9429 -1.1744 -2.1755 0.077 -0.187 0.148
H 2.1036 0.0395 3.0994 0.320 -0.045 -0.204
H -0.1573 -4.0813 0.9387 -0.374 0.055 0.205
H 0.0986 -6.3261 2.0175 -0.002 0.009 -0.074
H 3.4028 -2.5795 -1.1212 -0.123 -0.087 -0.027
H 5.5246 -2.2772 1.2398 0.044 -0.211 0.219
H -1.2497 0.7203 -0.3042 0.462 -0.266 -0.394
H -3.9598 -0.2792 -0.1892 -0.076 -0.179 -0.318
H -0.0001 -3.6634 3.9807 0.260 -0.147 -0.032
H 2.5281 3.6804 2.2686 -0.040 0.211 0.022
H 2.4307 1.3668 1.9790 0.011 0.190 -0.002
H 1.6423 0.9545 -1.4145 -0.107 0.111 -0.227
H -3.5743 -3.9970 1.3844 -0.019 -0.001 0.110
H -2.3769 -2.7034 -4.6964 -0.599 -0.121 -0.211
H -4.9002 1.8329 -1.9717 -0.331 -0.147 -0.513
H 3.2969 4.0492 -1.0990 0.157 0.229 -0.040
H 2.3263 -5.3832 -3.2535 -0.059 -0.064 0.148
```
Positions in Å, forces in eV/Å.

For the energy, the calculation gives -46403.66881 eV. For the energy above the lowest of the compared OMol25 structures with the same formula, charge and spin, the calculation gives 296.6 kJ/mol. For the HOMO-LUMO gap, the calculation gives 9.9 eV. The value obtained for the maximum force is 2.5 eV/Å. Its SMILES is CCO.CCO.CCO.CCO.CCO.CCO.CCO.CCO.CCO.CCO.CCO.

=====

Q: Among the records above, which one has the highest energy?
A: C2H2FNO2

=====

Q: The lowest maximum force belongs to which entry?
A: C22H66O11